Entry 1:
This record from the Open Molecules 2025 dataset describes a cluster of 5 separate species, C48H30F2O12 in total. The level of theory is ωB97M-V/def2-TZVPD.

```
92
Properties=species:S:1:pos:R:3
C 1.837 3.182 -2.904
C 2.306 2.135 -1.861
O 1.391 1.092 -2.206
C 0.250 1.616 -2.657
O -0.788 1.047 -2.774
O 0.462 2.902 -3.019
F 2.270 2.738 -0.637
H 2.396 2.939 -3.813
H 2.019 4.189 -2.544
H 3.310 1.749 -2.006
C 0.318 1.932 2.395
C 0.754 3.297 2.882
O -0.123 4.133 2.112
C -0.595 3.461 1.028
O -1.061 4.018 0.090
O -0.355 2.158 1.188
F 2.037 3.607 2.615
H -0.416 1.415 3.018
H 1.158 1.243 2.298
H 0.585 3.324 3.959
C -6.793 1.230 8.379
C -6.056 2.302 8.788
C -4.674 2.376 8.636
C -4.030 1.356 7.932
C -4.793 0.273 7.497
C -6.166 0.167 7.745
C -4.105 -0.861 6.783
O -4.754 -1.812 6.393
C -2.687 -0.746 6.391
C -2.086 -1.636 5.491
C -0.757 -1.466 5.121
C -0.146 -0.271 5.453
C -0.770 0.715 6.193
C -2.017 0.431 6.767
C -2.611 1.498 7.622
O -1.960 2.457 7.976
H -7.860 1.190 8.556
H -6.617 3.074 9.303
H -4.179 3.263 9.000
H -6.739 -0.669 7.372
H -2.581 -2.525 5.126
H -0.297 -2.215 4.494
H 0.780 0.075 5.003
H -0.173 1.605 6.319
C 4.025 -0.046 -0.088
C 4.390 -0.832 -1.186
C 3.645 -1.934 -1.510
C 2.545 -2.353 -0.751
C 2.181 -1.577 0.340
C 2.994 -0.474 0.701
C 1.015 -1.911 1.235
O 0.691 -1.264 2.197
C 0.117 -2.975 0.630
C -1.112 -3.148 1.240
C -2.026 -4.052 0.699
C -1.660 -4.798 -0.421
C -0.375 -4.708 -0.947
C 0.510 -3.751 -0.456
C 1.865 -3.660 -1.006
O 2.430 -4.480 -1.695
H 4.617 0.816 0.190
H 5.265 -0.575 -1.769
H 3.956 -2.616 -2.294
H 2.737 0.131 1.561
H -1.400 -2.663 2.162
H -2.939 -4.188 1.263
H -2.382 -5.514 -0.794
H -0.181 -5.369 -1.780
C 2.132 3.393 -8.119
C 1.195 2.968 -9.062
C 0.877 1.613 -9.074
C 1.347 0.707 -8.140
C 2.167 1.222 -7.101
C 2.629 2.511 -7.158
C 2.505 0.400 -5.907
O 3.395 0.672 -5.120
C 1.738 -0.846 -5.688
C 1.694 -1.466 -4.445
C 1.002 -2.666 -4.207
C 0.413 -3.304 -5.314
C 0.452 -2.662 -6.532
C 1.089 -1.458 -6.767
C 0.859 -0.718 -8.045
O 0.109 -1.109 -8.911
H 2.505 4.406 -8.203
H 0.676 3.713 -9.646
H 0.084 1.258 -9.724
H 3.352 2.935 -6.474
H 2.298 -1.148 -3.607
H 1.007 -3.041 -3.198
H -0.133 -4.231 -5.211
H 0.015 -3.194 -7.370
```

Properties
Charge: 0
Electronic energy in eV: -80268.2328
HOMO energy in eV: -9.75
Kohn-Sham gap in eV: 8.37
SMILES string: O=C1c2ccccc2C(=O)c2ccccc21.O=C1c2ccccc2C(=O)c2ccccc21.O=C1c2ccccc2C(=O)c2ccccc21.O=C1OC[C@@H](F)O1.O=C1OC[C@@H](F)O1

=====

Entry 2:
This record from the Open Molecules 2025 dataset describes the molecule C6H11NO. The level of theory is ωB97M-V/def2-TZVPD.

```
19
Properties=species:S:1:pos:R:3
O 2.261 -2.730 -0.779
C 1.645 -1.833 -0.242
N 0.367 -1.506 -0.525
C -0.456 -0.600 0.269
C -0.445 0.841 -0.318
C 0.769 1.619 0.062
C 0.885 2.932 0.219
C -1.878 -1.148 0.303
H 2.111 -1.182 0.511
H -0.127 -2.050 -1.216
H -0.031 -0.530 1.270
H -0.607 0.755 -1.396
H -1.367 1.345 -0.001
H 1.614 1.043 0.424
H 0.119 3.650 -0.055
H 1.819 3.337 0.597
H -1.919 -2.048 0.922
H -2.576 -0.390 0.643
H -2.180 -1.505 -0.689
```

Properties
Charge: 0
Electronic energy in eV: -9937.4269
HOMO energy in eV: -9.73
Kohn-Sham gap in eV: 10.63
SMILES string: C=CC[C@@H](C)NC=O

=====

Entry 3:
This record from the Open Molecules 2025 dataset describes the molecule C5H8. The level of theory is ωB97M-V/def2-TZVPD.

```
13
Properties=species:S:1:pos:R:3
C -0.220 -0.575 0.961
C 1.295 -0.636 -0.840
C 0.511 0.233 -1.522
C -0.476 0.959 -1.026
C -0.863 0.704 0.489
H 0.619 -0.456 1.665
H -0.834 -1.415 1.254
H 1.979 -0.202 -0.110
H 1.388 -1.722 -0.920
H 0.037 -0.882 -0.100
H -0.995 1.772 -1.521
H -0.496 1.573 1.054
H -1.944 0.648 0.616
```

Properties
Charge: 0
Electronic energy in eV: -5310.1264
HOMO energy in eV: -8.61
Kohn-Sham gap in eV: 9.62
SMILES string: C=C=CCC

=====

Entry 4:
This record from the Open Molecules 2025 dataset describes a structure of composition C14H21N2O2Ti. The level of theory is ωB97M-V/def2-TZVPD.

```
40
Properties=species:S:1:pos:R:3
Ti -0.457 -0.116 0.648
C -2.400 3.311 2.894
C -1.836 2.659 1.631
C -0.319 2.905 1.524
C -2.071 1.167 1.568
C -1.631 0.308 2.610
C -1.639 -1.074 2.451
C -1.998 -1.656 1.214
C -1.865 -3.130 0.959
C -2.624 -0.815 0.258
C -2.683 0.564 0.448
H -2.187 4.377 2.890
H -1.966 2.893 3.800
H -3.478 3.178 2.931
H -2.315 3.122 0.758
H 0.199 2.534 2.412
H -0.137 3.975 1.454
H 0.098 2.416 0.624
H -1.318 0.717 3.567
H -1.351 -1.712 3.282
H -0.985 -3.324 0.332
H -2.742 -3.512 0.437
H -1.744 -3.673 1.894
H -3.079 -1.260 -0.624
H -3.206 1.177 -0.281
C 1.392 0.654 -3.133
C 1.038 0.339 -1.713
N -0.219 0.335 -1.260
O -1.272 0.566 -2.133
C 1.942 0.020 -0.664
C 3.382 0.383 -0.560
N 1.256 -0.605 0.300
O 1.104 -0.236 1.574
H 1.049 -0.150 -3.787
H 2.470 0.729 -3.244
H 0.950 1.593 -3.471
H -0.933 0.786 -3.022
H 3.706 0.953 -1.425
H 3.996 -0.513 -0.465
H 3.528 0.986 0.341
```

Properties
Charge: +1
Electronic energy in eV: -45040.2313
HOMO energy (alpha / beta) in eV: -10.24 / -10.35
Kohn-Sham gap (alpha / beta) in eV: 5.95 / 6.09